Record 1
Computed, not measured: an isolated molecule of CH4N2S2, with ωB97M-V/def2-TZVPD.

Geometry as ORCA input:
```
! RIJCOSX wB97M-V def2-TZVPD def2/J DEFGRID3
* xyz 0 1
S 2.568 -0.395 -0.142
N 0.841 -0.486 -0.077
C 0.224 0.627 -0.129
N -1.201 0.639 -0.095
S -2.013 -0.797 -0.229
H 2.624 -1.763 -0.104
H 0.829 1.542 -0.174
H -1.636 1.528 -0.185
H -2.236 -0.895 1.134
*
```

Output
Relative energy (zero: lowest compared OMol25 entry of this formula, charge and spin), kcal per mole: 33.7
E_LUMO, eV: 0.72
Highest occupied orbital energy, eV: -8.3
Structure (SMILES): S/N=C/NS
Molar mass, Da: 108.2
Frontier orbital gap, eV: 9.05
Total energy, eV: -25751.027

Record 2
Computed, not measured: a cluster of 5 separate species, C2H14O4 in total, with ωB97M-V/def2-TZVPD.

Geometry as ORCA input:
```
! RIJCOSX wB97M-V def2-TZVPD def2/J DEFGRID3
* xyz 1 2
C -3.100 1.373 -2.081
C -3.009 1.837 -3.511
H -3.375 0.320 -1.957
H -3.829 1.943 -1.501
H -2.222 1.437 -1.419
H -2.587 2.841 -3.535
H -2.223 1.228 -3.991
H -3.928 1.660 -4.040
H 1.942 1.329 2.772
H 2.768 0.765 3.920
O 2.623 0.672 2.967
H 3.315 -2.396 0.931
H 4.867 -2.378 0.666
O 4.053 -2.908 0.522
H -0.703 -1.629 0.724
H 0.196 -0.375 0.817
O -0.656 -0.735 1.081
H 1.249 -2.028 2.496
H 2.401 -1.005 2.698
O 2.219 -1.951 2.442
*
```

Output
Relative energy (zero: lowest compared OMol25 entry of this formula, charge and spin), kcal per mole: 4.8
E_LUMO (spin up / spin down), eV: -4.02 / -11.59
Highest occupied orbital energy (spin up / spin down), eV: -13.4 / -13.3
Molar mass, Da: 102.1
Frontier orbital gap (spin up / spin down), eV: 9.37 / 1.73
Total energy, eV: -10479.794

Record 3
Computed, not measured: a cluster of 7 separate species, C48H86NO16PS8 in total, with ωB97M-V/def2-TZVPD.

Geometry as ORCA input:
```
! RIJCOSX wB97M-V def2-TZVPD def2/J DEFGRID3
* xyz 0 1
C 0.387 -3.494 4.576
C 1.719 -3.427 3.821
C 1.491 -3.158 2.319
C 1.944 -1.756 1.918
N 1.930 -1.586 0.452
C 2.965 -2.404 -0.218
C 2.487 -3.256 -1.392
C 1.135 -3.944 -1.196
C 0.096 -3.370 -2.167
C -1.305 -3.646 -1.740
C -1.887 -4.841 -1.879
C -3.293 -5.029 -1.478
O -3.972 -5.919 -1.994
C -3.857 -4.118 -0.447
C -5.052 -4.580 0.314
C -4.925 -5.956 0.931
O -4.107 -6.798 0.658
O -5.910 -6.227 1.866
C -3.289 -2.900 -0.294
P -3.927 -1.689 0.917
C -3.766 -2.407 2.602
C -2.465 -3.209 2.894
C -2.829 -0.221 0.982
C -3.209 0.900 0.002
C -2.139 -2.542 -1.170
O -1.872 -1.383 -1.455
C 1.966 -0.286 0.011
S 2.012 0.070 -1.594
S 1.981 1.089 1.156
C 0.319 1.788 0.882
C -0.439 1.962 2.188
C 0.328 2.889 3.139
H -0.288 -2.708 4.252
H 0.591 -3.365 5.637
H -0.089 -4.463 4.469
H 2.165 -4.412 3.896
H 2.358 -2.657 4.238
H 1.944 -3.928 1.703
H 0.420 -3.197 2.115
H 2.969 -1.633 2.274
H 1.266 -1.070 2.401
H 3.445 -3.076 0.483
H 3.760 -1.767 -0.587
H 2.453 -2.609 -2.263
H 3.276 -3.978 -1.593
H 1.286 -4.990 -1.448
H 0.768 -3.879 -0.176
H 0.259 -2.312 -2.341
H 0.230 -3.862 -3.129
H -1.366 -5.673 -2.324
H -5.363 -3.893 1.088
H -5.886 -4.633 -0.389
H -5.930 -5.479 2.474
H -4.638 -2.985 2.893
H -3.763 -1.524 3.238
H -2.677 -4.056 3.539
H -1.782 -2.563 3.439
H -1.973 -3.511 1.975
H -1.800 -0.530 0.797
H -2.822 0.169 1.996
H -2.498 0.911 -0.814
H -4.221 0.775 -0.365
H -3.117 1.839 0.517
H -0.227 1.096 0.247
H 0.373 2.719 0.328
H -1.377 2.456 1.943
H -0.643 1.002 2.652
H -0.308 3.260 3.937
H 0.703 3.734 2.569
H 1.163 2.360 3.588
O -5.288 2.673 1.443
S -5.248 3.673 0.405
O -4.104 3.851 -0.449
C -6.715 3.502 -0.603
C -7.755 4.373 0.095
C -7.025 5.663 0.493
C -5.693 5.255 1.137
H -6.993 2.452 -0.661
H -6.478 3.884 -1.595
H -8.606 4.573 -0.555
H -8.125 3.866 0.989
H -6.834 6.263 -0.399
H -7.619 6.270 1.173
H -4.901 5.971 0.935
H -5.793 5.106 2.211
O 8.279 -4.175 -0.534
S 7.213 -3.274 -0.892
O 6.000 -3.201 -0.112
C 7.883 -1.626 -1.087
C 8.298 -1.559 -2.551
C 7.157 -2.214 -3.339
C 6.795 -3.523 -2.623
H 8.707 -1.488 -0.391
H 7.086 -0.915 -0.869
H 8.468 -0.531 -2.867
H 9.223 -2.120 -2.703
H 6.295 -1.545 -3.347
H 7.437 -2.400 -4.375
H 5.735 -3.755 -2.699
H 7.384 -4.363 -2.986
O 6.419 1.620 -0.091
S 6.248 2.191 -1.405
O 6.741 1.502 -2.578
C 4.526 2.613 -1.632
C 4.416 4.040 -1.108
C 5.652 4.779 -1.639
C 6.867 3.879 -1.391
H 3.905 1.900 -1.097
H 4.313 2.566 -2.700
H 3.490 4.511 -1.431
H 4.430 4.037 -0.015
H 5.537 4.954 -2.712
H 5.782 5.746 -1.160
H 7.624 3.983 -2.164
H 7.311 4.061 -0.414
O -4.154 0.048 4.413
S -5.560 0.141 4.732
O -6.563 -0.349 3.826
C -5.820 -0.572 6.353
C -5.618 0.596 7.314
C -6.336 1.793 6.676
C -5.932 1.836 5.196
H -5.120 -1.390 6.506
H -6.844 -0.942 6.386
H -6.009 0.368 8.304
H -4.553 0.814 7.414
H -7.416 1.656 6.760
H -6.085 2.727 7.177
H -6.731 2.204 4.558
H -5.032 2.426 5.038
O -1.926 -7.348 -8.309
S -2.284 -6.092 -7.700
O -1.766 -4.844 -8.200
C -4.068 -5.997 -7.594
C -4.402 -6.638 -6.250
C -3.365 -6.097 -5.257
C -1.990 -6.204 -5.930
H -4.508 -6.511 -8.446
H -4.342 -4.942 -7.609
H -5.419 -6.405 -5.939
H -4.312 -7.724 -6.324
H -3.585 -5.051 -5.034
H -3.385 -6.640 -4.315
H -1.322 -5.398 -5.634
H -1.519 -7.166 -5.734
O 5.491 7.680 0.077
S 6.594 8.308 -0.608
O 7.726 7.541 -1.064
C 5.945 9.276 -1.965
C 5.664 10.644 -1.351
C 6.870 10.956 -0.454
C 7.162 9.699 0.376
H 5.060 8.788 -2.368
H 6.721 9.335 -2.727
H 5.522 11.403 -2.118
H 4.755 10.601 -0.747
H 7.734 11.196 -1.077
H 6.683 11.815 0.189
H 8.222 9.576 0.578
H 6.603 9.693 1.310
*
```

Output
E_LUMO, eV: -0.83
Highest occupied orbital energy, eV: -7.7
Structure (SMILES): CCCCN(CCCCC1=CC(=O)C(CC(=O)O)=C(P(CC)CC)C1=O)C(=S)SCCC.O=S1(=O)CCCC1.O=S1(=O)CCCC1.O=S1(=O)CCCC1.O=S1(=O)CCCC1.O=S1(=O)CCCC1.O=S1(=O)CCCC1
Molar mass, Da: 1220.7
Frontier orbital gap, eV: 6.88
Total energy, eV: -181388.583

- What is the total energy in the first record?
  -25751.027 eV

- What is the total energy in the first record?
  -25751.027 eV

- The highest total energy belongs to which entry?
  C2H14O4

- Which of these has the highest molar mass?
  C48H86NO16PS8